No. 1
The following is a quantum chemistry calculation of a single C3H3NO molecule, from the Open Molecules 2025 dataset.

The energy above the lowest of the compared OMol25 structures with the same formula, charge and spin is 386.9 kJ/mol. The HOMO energy (alpha / beta) is -9.89 / -7.60 eV. The calculation puts the gap between HOMO and LUMO (alpha / beta) at 9.997 / 6.590 eV.

Element x y z (Å)
1 O -2.202 0.604 0.261
2 C -1.227 0.176 -0.171
3 C -0.010 -0.692 0.058
4 C 0.989 0.530 0.034
5 N 2.186 0.508 -0.129
6 H 0.279 1.458 -0.048
7 H 0.210 -1.257 -0.848
8 H -0.183 -1.395 0.897

Atoms 1-3, force components in eV/Å:
O -1.30 -0.01 1.72
C 0.86 -0.36 -2.65
C -0.31 0.38 0.37

For reference, the Mulliken charges in units of e are: -0.281 0.045 -0.124 0.053 -0.445 0.226 0.237 0.290



No. 2
The following is a quantum chemistry calculation of 2 unconnected molecules or ions with the total composition C5H7NO2, from the Open Molecules 2025 dataset.

The energy above the lowest of the compared OMol25 structures with the same formula, charge and spin is 649.7 kJ/mol. The HOMO energy (alpha / beta) is -8.20 / -8.20 eV. The calculation puts the gap between HOMO and LUMO (alpha / beta) at 7.217 / 7.218 eV.

Element x y z (Å)
1 C 0.271 -1.589 0.016
2 C -0.222 0.786 1.185
3 C -0.016 1.081 -0.311
4 C 0.216 -0.271 0.244
5 C -1.196 1.397 -1.164
6 N 2.792 -2.204 0.391
7 O 0.279 -2.578 0.854
8 O 2.173 -2.967 0.932
9 H 0.276 -1.895 -1.047
10 H 0.380 1.267 2.003
11 H -1.266 0.650 1.520
12 H 0.926 1.653 -0.486
13 H -1.414 2.543 -1.215
14 H -2.222 0.967 -0.778
15 H -0.977 1.162 -2.145

Atoms 1-3, force components in eV/Å:
C -0.31 -1.57 -0.86
C 0.01 -0.02 0.86
C 0.69 -0.07 1.18

For reference, the Mulliken charges in units of e are: -0.314 -0.707 0.160 0.466 -1.276 0.207 -0.583 0.046 0.312 0.238 0.195 0.310 0.294 0.267 0.387



No. 3
The following is a quantum chemistry calculation of a molecular structure, C28H41AsO6PReS6, from the Open Molecules 2025 dataset.

As for the expectation value of S²: 3.88. The HOMO energy (alpha / beta) is -10.32 / -10.38 eV. As for the charge: +1. The calculation puts the gap between HOMO and LUMO (alpha / beta) at 5.327 / 5.618 eV. The spin multiplicity is 4.

Element x y z (Å)
1 Re -1.171 -0.726 -0.915
2 O -4.907 -0.047 2.186
3 As -3.667 0.442 1.066
4 O -2.410 0.792 2.000
5 O -2.042 0.805 -0.646
6 C -4.690 1.246 -0.338
7 C -5.220 2.523 -0.343
8 C -5.987 2.919 -1.434
9 C -6.225 2.050 -2.488
10 C -5.698 0.764 -2.476
11 C -4.926 0.385 -1.393
12 S -4.194 -1.215 -1.325
13 O -5.155 -2.233 -1.533
14 O -3.631 -1.230 0.130
15 O -3.006 -1.256 -2.182
16 H -5.732 -0.316 1.763
17 H -5.049 3.201 0.482
18 H -6.408 3.913 -1.455
19 H -6.829 2.372 -3.323
20 H -5.888 0.075 -3.285
21 C -2.183 -6.097 -0.572
22 S -0.670 -6.229 0.419
23 C 0.502 -5.300 -0.485
24 C 0.421 -4.038 -0.992
25 S -0.971 -3.042 -0.784
26 S 1.836 -3.447 -1.817
27 C 2.884 -4.800 -1.488
28 S 4.434 -4.887 -1.962
29 S 2.028 -6.105 -0.703
30 H -2.747 -7.001 -0.349
31 H -1.936 -6.086 -1.630
32 H -2.765 -5.221 -0.306
33 C 4.637 0.357 -2.273
34 C 3.352 0.778 -3.002
35 C 2.097 0.307 -2.254
36 C 2.348 0.374 -0.744
37 C 3.399 -0.669 -0.334
38 C 4.406 -0.913 -1.465
39 P 0.767 0.382 0.194
40 C 0.318 2.164 0.310
41 C 0.181 2.826 -1.063
42 C -0.483 4.189 -0.890
43 C 0.236 5.057 0.161
44 C 1.525 4.400 0.634
45 C 1.269 3.003 1.203
46 C 0.901 -0.255 1.915
47 C 0.973 -1.780 2.033
48 C 0.594 -2.188 3.458
49 C 1.223 -1.256 4.508
50 C 2.432 -0.539 3.929
51 C 2.018 0.381 2.775
52 H 4.967 1.153 -1.602
53 H 5.444 0.213 -2.991
54 H 3.337 0.370 -4.012
55 H 3.324 1.865 -3.105
56 H 1.856 -0.723 -2.523
57 H 1.241 0.915 -2.551
58 H 2.755 1.372 -0.533
59 H 2.926 -1.610 -0.054
60 H 3.931 -0.310 0.551
61 H 4.054 -1.702 -2.131
62 H 5.342 -1.281 -1.040
63 H -0.675 2.136 0.772
64 H -0.420 2.220 -1.742
65 H 1.167 2.943 -1.518
66 H -1.521 4.019 -0.590
67 H -0.519 4.699 -1.853
68 H -0.416 5.224 1.020
69 H 0.456 6.042 -0.251
70 H 2.006 5.009 1.400
71 H 2.235 4.345 -0.195
72 H 0.813 3.100 2.188
73 H 2.229 2.509 1.361
74 H -0.074 0.057 2.317
75 H 1.983 -2.115 1.797
76 H 0.306 -2.278 1.327
77 H 0.907 -3.219 3.624
78 H -0.493 -2.172 3.552
79 H 1.505 -1.823 5.395
80 H 0.494 -0.514 4.838
81 H 3.167 -1.271 3.588
82 H 2.931 0.061 4.692
83 H 2.896 0.617 2.170
84 H 1.656 1.323 3.185

Atoms 1-3, force components in eV/Å:
Re 0.05 0.30 -0.36
O 0.11 0.08 -0.02
As -0.69 -0.30 0.26

For reference, the Mulliken charges in units of e are: 0.959 -0.617 1.260 -0.670 -0.798 0.354 -0.628 -0.668 -0.666 -0.916 0.470 1.496 -0.592 -0.558 -0.717 0.375 0.522 0.440 0.429 0.528 -0.738 -0.013 0.181 0.166 -0.315 -0.057 0.142 -0.165 -0.126 0.401 0.286 0.166 -0.864 -0.971 -0.752 1.158 -0.290 -0.668 -0.881 0.701 -1.082 -0.847 -0.823 -1.130 -0.515 1.094 -0.036 -0.897 -0.715 -0.918 -0.925 0.306 0.484 0.458 0.298 0.171 0.412 0.522 -0.444 0.306 0.139 0.503 0.806 0.338 0.283 0.155 0.538 0.378 0.391 0.543 0.308 0.307 0.195 0.562 0.318 -0.685 0.456 0.309 0.464 0.325 0.341 0.521 0.161 0.265



No. 4
The following is a quantum chemistry calculation of a molecular structure, C2HI5, from the Open Molecules 2025 dataset.

The energy above the lowest of the compared OMol25 structures with the same formula, charge and spin is 354.1 kJ/mol. The HOMO energy (alpha / beta) is -8.27 / -8.25 eV. The calculation puts the gap between HOMO and LUMO (alpha / beta) at 6.958 / 6.853 eV.

Element x y z (Å)
1 C -0.626 0.043 0.467
2 C -1.150 3.112 -1.381
3 I -2.709 -0.214 0.734
4 I 0.530 1.242 1.894
5 I -3.267 3.071 -1.233
6 I -0.005 4.470 -0.188
7 I -0.273 2.507 -3.244
8 H -0.122 -0.116 -0.401

Atoms 1-3, force components in eV/Å:
C -1.46 1.52 4.00
C 0.18 0.20 -0.21
I 1.59 -0.01 -0.21

For reference, the Mulliken charges in units of e are: -0.738 -0.454 0.114 0.060 0.161 0.156 0.129 0.572



No. 5
The following is a quantum chemistry calculation of a single C5H9NO molecule, from the Open Molecules 2025 dataset.

The energy above the lowest of the compared OMol25 structures with the same formula, charge and spin is 193.8 kJ/mol. The HOMO energy is -10.18 eV. The calculation puts the gap between HOMO and LUMO at 11.258 eV. As for the SMILES: [H]/N=C(/C)OC1CC1.

Element x y z (Å)
1 H 0.418 1.934 0.980
2 N 1.219 1.673 0.409
3 C 1.271 0.420 0.245
4 C 2.343 -0.236 -0.581
5 O 0.377 -0.505 0.732
6 C -0.955 -0.054 0.768
7 C -1.987 -0.983 0.231
8 C -1.568 0.224 -0.569
9 H 3.214 -0.482 0.032
10 H 1.950 -1.155 -1.023
11 H 2.670 0.452 -1.364
12 H -1.211 0.546 1.640
13 H -1.654 -1.960 -0.102
14 H -2.952 -0.966 0.724
15 H -0.903 0.021 -1.406
16 H -2.231 1.071 -0.715

Atoms 1-3, force components in eV/Å:
H 0.02 0.07 -0.01
N -0.08 -0.39 -0.05
C 0.24 0.18 -0.13

For reference, the Mulliken charges in units of e are: 0.284 -0.655 0.656 -0.973 -0.370 -0.200 -0.615 -0.327 0.276 0.296 0.319 0.393 0.246 0.238 0.181 0.250



No. 6
The following is a quantum chemistry calculation of a single C4H9NO molecule, from the Open Molecules 2025 dataset.

The energy above the lowest of the compared OMol25 structures with the same formula, charge and spin is 404.6 kJ/mol. The HOMO energy is -9.07 eV. The calculation puts the gap between HOMO and LUMO at 10.056 eV. As for the SMILES: CN1OC1(C)C.

Element x y z (Å)
1 C 2.131 -0.011 -0.191
2 N 0.989 0.914 -0.185
3 O 0.452 1.281 1.109
4 C -0.306 0.513 0.232
5 C -1.383 1.353 -0.519
6 C -0.585 -0.925 0.513
7 H 2.803 0.227 0.622
8 H 1.841 -1.118 -0.259
9 H 2.798 -0.017 -0.972
10 H -1.291 2.399 -0.229
11 H -2.297 0.927 -0.157
12 H -1.431 1.277 -1.608
13 H 0.454 -1.486 0.700
14 H -1.038 -1.266 -0.465
15 H -1.281 -1.134 1.297

Atoms 1-3, force components in eV/Å:
C -1.61 -2.00 2.17
N 1.43 0.25 -1.82
O 0.57 -0.35 1.20

For reference, the Mulliken charges in units of e are: -0.788 -0.321 -0.467 1.333 -1.306 -1.207 0.273 0.210 0.322 0.371 0.352 0.282 0.303 0.306 0.338



No. 7
The following is a quantum chemistry calculation of a molecular structure, C14H22NOS, from the Open Molecules 2025 dataset.

The energy above the lowest of the compared OMol25 structures with the same formula, charge and spin is 0.4 kJ/mol. The HOMO energy is -10.66 eV. As for the charge: +1. The calculation puts the gap between HOMO and LUMO at 7.653 eV.

Element x y z (Å)
1 C -2.940 -2.719 0.750
2 C -3.713 -1.585 0.065
3 C -2.714 -0.453 -0.191
4 N -1.387 -1.044 0.047
5 C -0.282 -0.362 -0.075
6 C 1.003 -0.995 -0.017
7 C 1.304 -2.176 -0.760
8 C 2.533 -2.806 -0.615
9 C 3.535 -2.230 0.183
10 C 3.280 -1.040 0.873
11 C 2.023 -0.451 0.812
12 C -1.448 -2.433 0.552
13 H -3.153 -2.737 1.822
14 H -3.196 -3.699 0.339
15 H -4.115 -1.918 -0.896
16 H -4.545 -1.226 0.673
17 H -2.797 -0.067 -1.217
18 H -2.885 0.394 0.490
19 H -0.387 0.848 -0.204
20 H 0.553 -2.578 -1.443
21 H 2.716 -3.750 -1.132
22 H 4.511 -2.711 0.265
23 H 4.063 -0.569 1.471
24 H 1.796 0.423 1.422
25 H -0.885 -2.543 1.490
26 H -1.017 -3.141 -0.167
27 C 1.540 2.515 -1.536
28 S 0.891 2.945 0.074
29 C 0.397 4.651 -0.062
30 C -0.520 2.004 0.334
31 O 1.907 2.769 1.117
32 H 0.735 2.519 -2.283
33 H 2.298 3.272 -1.782
34 H 1.997 1.520 -1.464
35 H -0.601 4.702 -0.512
36 H 0.387 5.069 0.953
37 H 1.131 5.176 -0.688
38 H -1.380 2.523 -0.107
39 H -0.636 1.902 1.419

Atoms 1-3, force components in eV/Å:
C 0.06 -0.07 0.48
C -0.19 0.03 -0.39
C -0.45 0.30 0.03

For reference, the Mulliken charges in units of e are: -0.564 -0.580 -0.566 0.208 -0.064 0.280 -0.301 -0.706 -0.439 -0.782 -0.226 -0.473 0.304 0.322 0.289 0.328 0.292 0.304 0.246 0.571 0.394 0.397 0.427 0.427 0.286 0.234 -1.087 1.249 -1.114 -1.283 -0.657 0.384 0.479 0.289 0.362 0.372 0.426 0.534 0.436



No. 8
The following is a quantum chemistry calculation of a molecular structure, C22H49N2OP3SeTl, from the Open Molecules 2025 dataset.

The energy above the lowest of the compared OMol25 structures with the same formula, charge and spin is 0.0 kJ/mol. The HOMO energy (alpha / beta) is -15.42 / -15.42 eV. As for the charge: +3. The calculation puts the gap between HOMO and LUMO (alpha / beta) at 4.502 / 4.756 eV.

Element x y z (Å)
1 Tl -0.351 -3.429 1.352
2 P 1.768 0.853 2.268
3 P -0.855 1.958 -1.147
4 P 1.771 0.430 -1.560
5 H 0.934 -8.308 -0.458
6 C 2.006 -8.175 -0.205
7 C 2.427 -7.505 0.894
8 H 1.725 -7.244 1.699
9 C 0.690 0.229 3.548
10 C 1.619 2.660 2.230
11 C 3.439 0.518 2.791
12 C -1.727 1.683 -2.749
13 C -2.304 2.681 -0.267
14 C 0.028 3.535 -1.591
15 C 2.817 -1.072 -1.248
16 C 3.098 1.674 -1.147
17 C 1.902 0.535 -3.389
18 H 2.687 -8.649 -0.922
19 H 3.486 -7.214 1.032
20 H 0.786 -0.864 3.585
21 H -0.366 0.428 3.308
22 H 0.974 0.673 4.516
23 H 0.557 2.947 2.220
24 H 2.106 3.051 1.325
25 H 2.112 3.054 3.135
26 H 3.480 -0.493 3.212
27 H 3.699 1.260 3.562
28 H 4.134 0.572 1.944
29 H -2.206 2.629 -3.040
30 H -2.491 0.913 -2.579
31 H -1.031 1.341 -3.527
32 H -2.769 3.510 -0.819
33 H -1.939 3.063 0.694
34 H -3.081 1.933 -0.056
35 H -0.750 4.257 -1.899
36 H 0.748 3.354 -2.411
37 H 0.564 3.908 -0.699
38 H 3.753 -1.017 -1.829
39 H 2.261 -1.985 -1.521
40 H 3.064 -1.110 -0.175
41 H 3.948 1.497 -1.825
42 H 3.414 1.523 -0.101
43 H 2.690 2.685 -1.295
44 H 2.951 0.563 -3.691
45 H 1.413 1.442 -3.748
46 H 1.410 -0.326 -3.841
47 C 0.331 -3.540 -2.078
48 C 1.056 -4.361 -1.206
49 C 1.339 -5.633 -1.607
50 C 1.182 -6.116 -2.895
51 C 0.608 -5.247 -3.834
52 C 0.206 -3.968 -3.435
53 Se -0.434 -1.958 -1.398
54 H 1.523 0.244 0.987
55 H 1.389 -4.018 -0.215
56 H 1.711 -6.242 -0.808
57 H 1.471 -7.129 -3.181
58 H 0.478 -5.555 -4.879
59 H -0.232 -3.254 -4.138
60 C -4.185 -1.652 1.687
61 N -4.528 -0.395 2.301
62 C -5.942 -0.070 2.494
63 C -3.457 0.358 2.697
64 O -2.298 -0.040 2.432
65 N -3.709 1.608 3.283
66 C -4.794 1.854 4.238
67 C -2.612 2.564 3.359
68 H -5.099 -2.058 1.265
69 H -3.781 -2.341 2.441
70 H -3.468 -1.458 0.886
71 H -6.261 -0.179 3.551
72 H -6.164 0.949 2.142
73 H -6.528 -0.770 1.888
74 H -5.004 0.941 4.815
75 H -4.497 2.668 4.934
76 H -5.718 2.162 3.719
77 H -1.786 2.243 2.708
78 H -2.959 3.568 3.059
79 H -2.239 2.682 4.390

Atoms 1-3, force components in eV/Å:
Tl -0.57 0.05 0.33
P 0.02 0.65 0.64
P -1.00 1.86 -1.69

For reference, the Mulliken charges in units of e are: 0.811 0.830 0.930 0.545 0.334 -0.628 -0.465 0.287 -0.601 -0.907 -1.142 -1.281 -1.201 -1.329 -0.642 -1.033 -1.373 0.298 0.278 0.327 0.023 0.422 0.200 0.302 0.510 0.392 0.463 0.372 0.469 0.401 0.333 0.560 0.255 0.358 0.502 0.407 0.304 0.454 0.217 0.269 0.548 0.062 0.304 0.498 0.362 0.268 0.407 0.063 -1.030 -0.415 -0.622 -0.581 0.021 -0.364 0.711 0.184 0.464 0.410 0.474 -0.550 0.132 -0.929 0.275 -0.630 0.319 -1.156 -0.656 0.295 0.216 0.058 0.331 0.333 0.319 0.369 0.405 0.317 -0.344 0.427 0.455